Entry from OMol25: one molecule with the formula C24H23N3O2S (ωB97M-V/def2-TZVPD).

Structure (ORCA input):
```
! RIJCOSX wB97M-V def2-TZVPD def2/J DEFGRID3
* xyz 0 1
C -2.4044 7.1851 4.3596
O -1.5399 6.0742 4.3561
C -1.3941 5.3521 3.2131
C -2.0644 5.6404 2.0031
C -1.8642 4.8660 0.8960
C -0.9876 3.7643 0.9300
N -0.8246 3.0342 -0.1874
C -0.0088 2.0251 -0.1251
S 0.3111 0.9778 -1.4815
C 1.4120 0.0142 -0.5075
C 2.1005 -1.1847 -1.0267
O 2.8183 -1.8586 -0.3114
N 1.8724 -1.4647 -2.3286
C 2.4293 -2.6300 -2.9631
C 1.4364 -3.3995 -3.8569
N 0.3118 -4.0770 -3.2582
C -0.9777 -3.4286 -3.2454
C -1.1863 -2.4105 -2.1158
C -0.5262 -2.8368 -0.8318
C -0.7442 -2.0942 0.3229
C -0.1227 -2.4287 1.5099
C 0.7331 -3.5158 1.5540
C 0.9503 -4.2636 0.4133
C 0.3272 -3.9351 -0.7826
C 0.5489 -4.7786 -2.0164
C 1.5299 0.4715 0.7631
C 0.7331 1.6192 1.0273
C 0.5682 2.3644 2.1755
C -0.3053 3.4657 2.1514
C -0.5320 4.2800 3.2740
H -2.3514 7.5919 5.3682
H -2.0822 7.9501 3.6460
H -3.4373 6.8940 4.1433
H -2.7420 6.4776 1.9451
H -2.3713 5.0783 -0.0319
H 1.3341 -0.8270 -2.8941
H 3.2783 -2.3391 -3.5961
H 2.8063 -3.2617 -2.1560
H 1.0469 -2.7205 -4.6201
H 2.0359 -4.1645 -4.3709
H -1.7185 -4.2295 -3.1372
H -1.1437 -2.9536 -4.2156
H -0.7877 -1.4337 -2.4058
H -2.2575 -2.2733 -1.9466
H -1.4099 -1.2421 0.2813
H -0.2990 -1.8365 2.3965
H 1.2351 -3.7757 2.4738
H 1.6205 -5.1109 0.4434
H -0.1513 -5.6270 -1.9827
H 1.5586 -5.1931 -2.0236
H 2.1612 -0.0096 1.4880
H 1.0992 2.1104 3.0817
H -0.0243 4.0675 4.2023
*
```

Computed properties:
SMILES string = COc1ccc2nc3sc(C(=O)NCCN4CCc5ccccc5C4)cc3cc2c1
HOMO level = -7.9 eV
energy above the lowest of the compared OMol25 structures with the same formula, charge and spin = 5.7 kcal per mole